ORCA calculation (ωB97M-V/def2-TZVPD) on a structure of composition C42H49FN2OPSiTi at a distorted geometry.

Charge: +3
LUMO level (alpha / beta) in Ha: -0.3754 / -0.3757
E in hartree: -3393.95195
HOMO (alpha / beta) in eV: -16.842 / -16.841
ΔE to the lowest compared entry with this formula, charge and spin in kcal/mol: 0.00
Molecular weight in g mol⁻¹: 723.79
Frontier orbital gap (alpha / beta) in eV: 6.6 / 6.6

Cartesian coordinates (Å):
Ti1 0.502 -0.169 -0.232
P1 -1.537 0.873 0.802
Si1 -1.104 -1.409 -2.986
F1 0.590 -1.707 1.006
O1 0.639 3.572 -2.017
N1 -0.212 -1.463 -1.383
N2 0.779 1.504 -1.216
C1 -1.412 2.104 2.146
C2 -1.554 0.380 -3.427
C3 1.803 2.161 1.858
C4 -0.011 -3.939 -1.756
C5 1.215 -2.167 4.325
C6 -3.679 -2.543 1.374
C7 -2.260 1.927 -0.514
C8 2.991 -1.875 2.597
C9 -1.200 3.918 4.235
C10 4.889 -1.722 1.001
C11 1.438 -0.082 2.935
C12 0.168 -2.026 -4.277
C13 -3.398 3.830 -2.222
C14 0.109 -2.756 -1.008
C15 4.174 1.344 -3.045
C16 -1.487 1.661 3.468
C17 1.891 -1.361 3.271
C18 3.134 0.089 1.231
C19 0.615 -2.946 0.283
C20 -2.724 -2.363 -2.662
C21 2.170 1.841 -1.642
C22 -2.824 -0.293 1.346
C23 0.400 -5.150 -1.229
C24 1.031 -4.127 0.845
C25 -2.026 3.656 -2.197
C26 2.017 3.271 -2.201
C27 3.635 -1.165 1.589
C28 -4.746 -2.127 2.156
C29 -4.854 -0.796 2.534
C30 -3.896 0.124 2.142
C31 2.772 0.855 -2.663
C32 2.901 -0.557 -2.080
C33 2.053 0.668 1.929
C34 -1.384 2.570 4.505
C35 0.928 -5.262 0.050
C36 -2.720 -1.633 0.968
C37 -1.430 2.697 -1.362
C38 -1.216 3.460 1.878
C39 -3.638 2.108 -0.566
C40 0.020 2.545 -1.500
C41 -1.123 4.362 2.923
C42 -4.208 3.046 -1.417
H1 -1.156 3.823 0.860
H2 4.157 2.315 -3.529
H3 -1.976 0.363 -4.425
H4 -1.406 4.248 -2.852
H5 -0.989 5.411 2.705
H6 -2.317 0.793 -2.780
H7 -2.603 -3.277 -2.085
H8 0.651 0.364 3.530
H9 -0.426 -3.932 -2.746
H10 1.237 -6.220 0.433
H11 -4.280 1.518 0.076
H12 -0.703 1.051 -3.455
H13 4.642 0.648 -3.734
H14 2.602 4.025 -1.670
H15 -1.124 4.623 5.047
H16 -5.280 3.165 -1.438
H17 4.811 1.420 -2.166
H18 5.583 -1.970 1.803
H19 0.244 -2.506 3.965
H20 3.399 -2.826 2.901
H21 4.681 -2.640 0.453
H22 1.047 -2.505 -3.851
H23 2.825 1.847 -0.760
H24 0.297 -6.030 -1.842
H25 1.813 -3.035 4.584
H26 -1.895 -1.962 0.344
H27 1.302 2.491 2.767
H28 3.778 -0.615 -1.437
H29 -3.979 1.154 2.461
H30 1.405 -4.179 1.855
H31 2.136 0.826 -3.557
H32 -1.449 2.226 5.525
H33 5.392 -1.019 0.344
H34 -5.684 -0.476 3.144
H35 3.749 0.711 0.589
H36 2.236 3.341 -3.270
H37 3.047 -1.272 -2.887
H38 -0.287 -2.750 -4.949
H39 -3.598 -3.579 1.087
H40 -3.183 -2.644 -3.606
H41 1.049 -1.584 5.226
H42 1.999 -0.852 -1.498
H43 1.193 2.485 1.006
H44 0.505 -1.205 -4.905
H45 -1.656 0.613 3.675
H46 -3.445 -1.736 -2.139
H47 -3.830 4.573 -2.874
H48 -5.494 -2.835 2.475
H49 2.756 2.689 1.803

These are the Mulliken partial charges, in e, on atoms 1 to 5: number 1, Ti, carries -1.64; number 2, P, carries 3.59; number 3, Si, carries 0.43; number 4, F, carries 0.49; number 5, O, carries -0.38